A molecular structure, C26H26BaN8O4S2Te. Source: OMol25; level of theory: ωB97M-V/def2-TZVPD.

```
68
Properties=species:S:1:pos:R:3:forces:R:3
Ba 1.8026 1.2199 -0.2413 0.21 0.20 0.04
C -1.9355 1.9146 3.2391 0.01 0.02 0.02
C -1.0128 1.3285 2.2108 0.00 -0.02 -0.04
N -0.5633 1.9742 1.1934 -0.21 -0.03 0.11
N -0.9800 3.2619 1.0383 0.03 -0.04 -0.01
C -0.3933 3.8309 -0.0157 -0.11 0.06 -0.08
O 0.4324 3.3196 -0.8094 -0.11 0.04 0.04
C -0.7889 5.2635 -0.2569 -0.01 -0.03 0.05
C -0.0688 5.9985 -1.1916 0.01 -0.01 -0.01
C -0.3943 7.3232 -1.4426 0.00 0.01 -0.01
C -1.4480 7.9218 -0.7661 -0.02 -0.01 0.02
C -2.1722 7.1902 0.1683 0.02 0.01 -0.02
C -1.8411 5.8685 0.4252 0.01 0.00 0.00
C -0.5434 -0.0640 2.3925 0.02 -0.05 -0.02
C -0.9081 -0.8001 3.5234 0.02 -0.03 -0.04
C -0.4163 -2.0823 3.6882 0.06 -0.02 -0.04
C 0.4269 -2.6191 2.7259 -0.07 0.00 0.09
C 0.7173 -1.8348 1.6219 -0.09 0.02 0.02
N 0.2483 -0.6050 1.4525 0.09 0.05 0.14
H -2.2400 2.9049 2.9176 -0.01 0.01 -0.01
H -1.4259 2.0015 4.2036 0.00 -0.01 -0.01
H -2.8196 1.2884 3.3827 -0.01 0.01 0.00
H 0.7497 5.5098 -1.7035 0.00 0.01 0.00
H 0.1789 7.8896 -2.1664 0.00 0.00 0.00
H -1.7037 8.9563 -0.9632 0.00 0.00 0.00
H -2.9947 7.6533 0.7005 0.00 0.01 0.00
H -2.3855 5.2862 1.1556 0.00 0.00 0.00
H -1.5527 -0.3625 4.2709 0.01 -0.01 0.01
H -0.6833 -2.6587 4.5659 0.00 0.01 0.00
H 0.8398 -3.6138 2.8210 0.00 0.00 -0.02
H 1.3423 -2.2202 0.8209 0.04 0.00 0.02
Te 4.8392 2.0265 -0.8747 0.20 -0.06 -0.07
C 5.3203 -0.6704 1.7602 0.03 0.02 0.04
N 4.3265 0.3400 2.0391 0.13 0.02 -0.09
C 3.5189 0.3433 3.0888 -0.19 0.21 0.10
S 2.3322 1.5462 3.3131 0.16 -0.17 -0.12
N 3.6536 -0.6816 3.9737 0.01 0.04 -0.04
C 2.8973 -0.7746 5.2020 0.00 -0.02 -0.01
H 5.7455 -0.3992 0.7900 -0.01 -0.02 0.00
H 4.8781 -1.6704 1.6963 -0.01 0.01 -0.02
H 6.1232 -0.6814 2.5084 -0.01 0.00 0.01
H 4.3717 1.1592 1.3627 -0.08 -0.20 0.08
H 4.4581 -1.2753 3.8722 0.00 0.00 -0.01
H 1.8305 -0.7274 4.9908 -0.01 0.00 -0.01
H 3.1363 0.0361 5.8941 0.00 0.00 -0.01
H 3.1287 -1.7315 5.6713 0.00 0.00 0.00
O -0.3717 -6.5383 -6.0739 0.01 -0.01 0.01
S -1.8026 -6.7567 -6.0864 0.00 0.00 0.02
O -2.4351 -6.5811 -7.3817 -0.03 0.00 -0.02
O -2.2552 -7.9171 -5.3360 0.03 0.01 -0.03
C -2.4952 -5.3812 -5.1052 0.00 -0.08 0.07
N -3.8286 -5.3526 -5.0118 0.00 0.01 -0.04
C -4.3469 -4.3703 -4.2969 -0.01 0.03 0.00
C -3.5739 -3.4145 -3.6570 0.01 -0.03 0.00
C -2.2006 -3.5462 -3.7951 -0.01 0.06 -0.06
N -1.6642 -4.5233 -4.5248 0.00 0.04 -0.01
C -1.2597 -2.5811 -3.1636 0.00 -0.05 0.05
C -1.6177 -1.8490 -2.0372 -0.03 -0.02 -0.01
C -0.7151 -0.9539 -1.4960 -0.01 0.07 -0.11
N 0.5006 -0.7407 -2.0042 -0.04 -0.14 0.01
C 0.8467 -1.4545 -3.0792 0.03 -0.03 -0.03
C 0.0140 -2.3842 -3.6830 0.04 0.02 0.01
H -5.4313 -4.3357 -4.2341 0.00 0.00 0.00
H -4.0254 -2.6046 -3.1032 -0.01 0.01 0.01
H -2.5797 -1.9851 -1.5627 -0.01 0.01 0.01
H -0.9654 -0.3851 -0.6100 -0.07 0.06 0.00
H 1.8412 -1.2699 -3.4686 0.01 0.00 0.00
H 0.3390 -2.9597 -4.5391 0.00 0.01 0.00
```
Forces are in eV/Å.

* calculated total energy: -2835.46720 hartree
* multiplicity: 1
* charge: -2
* relative energy (zero: lowest compared OMol25 entry of this formula, charge and spin): 0.0 kJ/mol
* molecular weight: 843.61 g mol⁻¹
* HOMO: -0.031 Ha
* frontier orbital gap: 4.253 eV
* F_max: 0.006 hartree/bohr